Record 1
Below is C18H58BO13PtSSr as an isolated structure in a non-equilibrium geometry, with properties calculated with the ωB97M-V functional and the def2-TZVPD basis.

As for the energy relative to the best compared isomer or geometry (same formula, charge and spin): 72.7 kcal per mole. For the HOMO-LUMO gap (spin up / spin down), the calculation gives 8.048 / 7.136 eV. Its total charge is +1. The expectation value of S² is 2.003. Its HOMO energy (spin up / spin down) is -11.71 / -11.71 eV. As for the spin multiplicity: 3. The value obtained for the total energy is -61806.8389 eV.

Positions of all 93 atoms, in Å:
Pt -2.428579 -1.382644 0.927409
Sr -2.210999 0.996056 -3.021311
B -2.776219 -1.512484 -1.628331
H -2.226009 -2.107604 -0.916051
H -2.213739 -1.315474 -2.527801
H -3.620829 -2.118364 -1.917781
H -3.106409 -0.579474 -1.198551
S -0.426259 0.910646 -0.469041
O 0.093511 0.634096 -1.823551
O -0.799959 -0.278074 0.237849
O 0.540211 1.649846 0.345839
O -1.623809 1.659386 -0.714731
C -0.288639 2.985146 5.061199
C 0.506461 2.537276 3.749409
O -0.560139 2.175936 2.820149
H 0.443691 3.107026 5.859279
H -0.797149 2.120266 5.487239
H -0.929679 3.850496 4.892859
H 1.141251 1.656136 3.842869
H 1.082181 3.330596 3.272669
H -0.066719 1.999506 2.015779
C -1.690359 -2.155584 -6.207841
C -0.746729 -1.728004 -5.012501
O -0.797469 -0.386064 -4.729221
H -2.769989 -2.218514 -6.071711
H -1.401909 -3.121474 -6.622521
H -1.584479 -1.515504 -7.083721
H 0.264411 -2.135064 -5.015081
H -1.089199 -2.361614 -4.194361
H 0.056691 -0.132894 -4.371571
C 0.237071 -1.781714 3.847869
C -1.248779 -1.416204 3.988619
O -1.599709 -0.491774 2.991909
H 0.866111 -0.951184 3.527489
H 0.368091 -2.687284 3.255519
H 0.561711 -2.285474 4.758329
H -1.442399 -1.029524 4.989159
H -1.845859 -2.313084 3.823679
H -1.112689 0.328836 3.096929
C -3.844849 2.593856 2.498389
C -4.415309 1.272916 1.953139
O -3.414549 0.706856 1.080169
H -3.230529 2.383246 3.373799
H -4.595509 3.352386 2.720299
H -3.105629 3.028196 1.825339
H -5.324309 1.395036 1.364149
H -4.677549 0.584746 2.756719
H -3.050159 1.368966 0.488209
C 3.481511 0.682896 -4.910081
C 2.400891 0.238206 -3.927311
O 1.297751 1.082426 -3.954991
H 4.295271 0.002406 -4.659411
H 3.899441 1.608436 -4.514081
H 3.346381 0.507796 -5.977401
H 2.680411 0.250956 -2.873841
H 2.289861 -0.810984 -4.201111
H 0.992061 1.153606 -3.047751
C 4.626111 -0.058684 1.827619
C 3.193741 0.323696 1.352469
O 2.836361 1.613406 1.682219
H 4.597251 -0.088904 2.916819
H 5.396131 0.657856 1.541729
H 4.958081 -0.971704 1.333359
H 2.491531 -0.474934 1.591609
H 3.364331 0.208546 0.282079
H 2.010191 1.770756 1.219309
C -1.220139 -5.332494 0.329799
C -0.904389 -4.294554 1.449749
O -0.938099 -2.976994 1.024319
H -2.225829 -5.309174 -0.089901
H -1.058729 -6.321874 0.757789
H -0.457649 -5.261684 -0.445891
H -0.010419 -4.674654 1.944139
H -1.637259 -4.444234 2.242589
H -0.233099 -2.844964 0.386229
C 0.566941 6.000766 0.417319
C -0.172479 4.652896 0.228769
O 0.343131 4.021046 -0.941641
H 0.339921 6.600496 -0.464091
H 1.648611 5.876086 0.366929
H 0.245901 6.525826 1.316959
H -1.241009 4.852986 0.149319
H 0.000951 4.021806 1.100409
H 0.092311 3.129936 -0.687451
C 2.989761 -2.176704 -1.788631
C 1.591031 -2.583664 -1.302571
O 1.552501 -2.465434 0.026699
H 3.128031 -2.262154 -2.866441
H 3.722471 -2.914874 -1.462521
H 3.301861 -1.161014 -1.545611
H 1.267591 -3.529084 -1.738091
H 0.796351 -1.885704 -1.566101
H 1.256101 -1.560714 0.150089

Force components x, y, z for each atom (eV/Å):
0.24 1.00 0.15
0.84 -0.59 0.14
-1.37 0.41 -0.36
2.52 -2.62 2.89
2.81 0.43 -3.01
-3.17 -1.97 -0.99
-1.67 3.83 1.36
2.92 1.11 0.14
-0.14 -0.81 0.09
1.11 -2.61 1.08
-0.63 -0.51 -0.79
-3.42 2.41 -0.57
2.21 -1.32 -0.73
-2.35 0.44 0.86
0.44 -0.33 0.51
0.13 0.90 -0.05
-0.70 -0.02 -0.57
0.16 -0.20 0.07
0.17 0.18 0.59
0.11 0.17 0.40
-0.26 -0.13 -0.76
1.29 0.40 -0.62
-1.79 -3.57 -0.69
-1.08 1.34 0.44
0.10 0.16 0.90
0.16 -0.22 0.43
0.29 0.42 0.12
0.37 0.55 -1.20
-0.61 0.36 0.65
0.94 0.93 0.03
-0.51 -1.55 0.68
1.41 -0.64 0.13
-1.57 -0.82 -0.57
0.05 -0.18 0.19
-0.05 0.59 -1.12
0.33 0.94 0.70
-0.22 0.16 -0.04
-0.18 0.09 0.18
0.29 1.15 -0.32
0.16 -0.41 0.27
0.11 1.03 -0.24
-0.59 -1.58 0.62
-0.24 0.06 0.20
-0.06 -0.20 0.07
-0.23 0.05 -0.41
-0.06 0.24 -0.03
0.47 -0.20 -0.14
0.41 0.25 -0.24
1.19 -0.57 2.10
1.41 -0.06 -0.55
-1.33 0.25 -1.37
0.33 -0.33 -0.13
-0.27 0.57 -1.07
-0.58 0.72 0.19
0.97 -0.15 -0.26
-1.27 -0.31 0.11
0.02 0.23 0.33
-0.88 0.61 0.54
2.57 -1.18 -1.44
0.00 0.28 0.84
0.46 -0.48 0.04
-0.39 0.45 -0.06
-0.34 -0.36 0.47
-0.31 0.08 0.66
-0.66 0.32 -0.70
-0.03 0.29 -0.17
0.67 0.29 0.64
-1.57 -3.29 0.08
-0.29 0.56 0.45
0.09 0.32 0.04
-0.16 -0.07 0.11
-0.16 0.18 -0.27
0.75 0.97 -0.29
-0.36 0.44 -0.06
0.91 0.35 -0.34
-0.47 -0.60 -0.80
1.17 1.73 0.35
-0.82 0.15 0.48
-0.18 0.28 0.10
-0.03 -0.22 0.43
0.11 -0.04 -0.03
-0.24 -0.10 -0.07
-0.08 -0.08 0.04
0.68 -0.20 -0.74
0.11 -0.82 -1.12
0.43 1.38 -3.92
-0.58 -0.71 4.30
-0.47 0.08 -0.23
0.01 0.17 0.68
-0.18 -0.22 0.47
0.29 -0.49 0.55
0.10 0.22 -1.64
0.26 0.22 0.84


Record 2
Below is C18H58Cd2N4O11 as an isolated structure in a non-equilibrium geometry, with properties calculated with the ωB97M-V functional and the def2-TZVPD basis.

As for the energy relative to the best compared isomer or geometry (same formula, charge and spin): 79.8 kcal per mole. For the HOMO-LUMO gap, the calculation gives 1.940 eV. Its total charge is +2. Its HOMO energy is -11.81 eV. The value obtained for the total energy is -57193.0667 eV.

Positions of all 93 atoms, in Å:
Cd 0.884585 2.954042 -3.008916
Cd 3.946995 0.322092 -3.709596
O 0.027355 2.232812 -1.172236
C 0.262455 0.839902 -1.225586
C 1.498625 0.278742 -2.025136
O 2.045625 1.044102 -3.063396
H -0.683495 0.499452 -1.646746
H 0.299445 0.340032 -0.257676
H 1.150435 -0.698888 -2.358466
H 2.349645 0.112932 -1.364556
C 1.546915 5.115982 1.270184
C 0.074045 4.737682 1.695734
C -0.903905 5.399862 0.754374
O -2.202835 4.888952 0.987434
C -3.148155 5.883902 0.751324
N -0.084395 3.284372 1.622954
H 1.805645 4.728252 0.284874
H 2.325885 4.876632 1.994074
H 1.543725 6.205142 1.312764
H -0.078925 5.044742 2.730334
H -0.576995 5.082462 -0.235826
H -0.868745 6.469422 0.961524
H -3.049885 6.448302 -0.175976
H -3.277715 6.603502 1.559714
H -4.121455 5.406192 0.639104
H 0.288535 3.018282 0.722834
H 0.590595 2.902232 2.269834
C -1.690755 -2.345748 3.086494
C -0.773005 -2.031138 1.938384
C -0.233825 -3.277058 1.155034
O 0.968865 -2.949478 0.310124
C 2.262545 -3.057028 0.861404
N -1.451705 -1.172598 0.942164
H -1.253185 -3.138898 3.692754
H -2.716605 -2.492248 2.748444
H -1.814385 -1.549608 3.820634
H 0.037865 -1.592668 2.520054
H -1.041835 -3.680928 0.545024
H 0.016565 -4.098038 1.826904
H 2.506275 -4.077958 1.155334
H 2.504935 -2.358668 1.662434
H 3.036115 -2.983798 0.096994
H -0.759775 -0.825408 0.293484
H -2.046545 -1.730348 0.346194
C 2.722895 0.536832 1.700284
C 1.807925 0.753182 2.891084
C 1.797455 -0.311138 4.068994
O 0.731185 -0.074438 5.000054
C 0.355005 -1.206618 5.821274
N 1.998195 2.120492 3.447704
H 2.615075 -0.391358 1.139104
H 3.707065 0.486532 2.166114
H 2.664385 1.432172 1.081364
H 0.879815 0.624562 2.334164
H 2.733455 -0.143988 4.601974
H 1.834875 -1.325928 3.672894
H -0.484655 -0.893188 6.441634
H 1.148295 -1.444938 6.529784
H 0.137335 -2.101398 5.238114
H 1.520405 2.185782 4.335144
H 2.989595 2.271842 3.567334
C -0.475285 -1.441998 -4.846056
C -0.049765 -2.820988 -4.112656
C -1.258305 -3.782248 -3.705796
O -0.810545 -5.143498 -3.643536
C -1.785955 -6.102028 -3.434496
N 0.695235 -3.490188 -5.145616
H -1.171415 -1.699548 -5.644286
H 0.371335 -0.929938 -5.303366
H -0.991245 -0.775508 -4.154916
H 0.480365 -2.610338 -3.183846
H -1.983265 -3.709658 -4.516516
H -1.792425 -3.409378 -2.831856
H -2.596985 -5.744398 -4.068866
H -2.078945 -6.249528 -2.395026
H -1.449855 -7.101978 -3.708796
H 0.388885 -4.410398 -4.863736
H 0.158725 -3.464008 -6.000936
O -1.763845 0.966902 2.643034
H -1.628995 0.740272 3.563184
H -1.418915 0.217132 2.158164
O 4.169635 -1.555608 -2.890136
H 4.923965 -2.134468 -2.779936
H 3.412555 -2.108608 -2.697136
O -2.463085 2.150222 0.127284
H -3.031385 1.509462 -0.300146
H -1.707775 2.227662 -0.455596
O -0.882145 2.423582 -4.248606
H -1.363905 1.744012 -3.777106
H -1.507805 2.760052 -4.890146
O -3.842135 0.481012 -1.564946
H -3.545965 0.546872 -2.472786
H -3.354655 -0.260778 -1.206686

Force components x, y, z for each atom (eV/Å):
-0.47 -0.31 1.27
-1.01 1.29 -0.21
1.99 0.24 -0.94
-0.57 0.56 -0.81
-0.02 -0.84 1.61
0.26 1.27 -1.74
0.00 -0.96 -0.53
0.48 0.59 0.32
0.06 -0.14 -0.35
-0.33 -0.13 0.79
-0.96 0.96 0.94
1.15 -1.10 -0.02
-0.22 -0.80 1.14
0.80 0.85 -0.11
-1.82 -0.01 -0.21
0.85 0.95 -0.12
-0.05 0.09 -0.08
-0.28 -0.66 0.04
0.25 0.29 -0.67
-0.15 0.11 -0.03
-0.01 0.52 -0.68
0.06 0.20 -0.60
0.62 0.02 -0.25
0.41 0.08 0.29
0.00 -0.26 0.18
-0.47 -0.36 -0.53
-0.10 -0.43 0.69
-0.93 -0.32 0.44
0.18 -1.10 -0.92
1.48 0.37 1.02
-1.65 0.22 0.08
0.07 -1.09 0.24
1.04 0.40 0.22
-0.46 -0.52 -0.24
0.01 -0.78 0.07
0.37 0.50 -0.40
0.54 0.78 -1.10
0.33 0.23 -0.59
0.38 0.02 0.18
-0.50 -0.23 0.75
-0.23 -0.04 0.10
-0.30 0.81 -0.61
0.08 0.00 0.07
-0.39 -0.37 0.35
1.70 0.00 1.50
-1.61 -0.66 0.59
0.63 1.00 -0.35
-0.20 -0.62 -0.90
0.76 0.80 0.09
-0.34 -1.14 -1.06
-0.51 0.17 0.06
0.72 0.10 -0.57
-0.01 -0.11 -0.19
-1.06 0.74 0.94
0.34 -0.21 0.16
-0.38 -0.27 0.03
-0.15 -0.02 -0.40
0.28 -0.07 -0.07
-0.15 0.11 -0.13
0.04 0.05 0.21
0.12 0.13 0.29
-0.56 -1.42 1.57
-2.07 1.52 -1.09
0.04 0.68 -0.79
1.93 1.91 0.68
-1.14 -0.35 -0.22
0.47 -1.22 0.68
-0.04 0.03 -0.01
0.19 -0.20 0.24
-0.06 0.23 0.04
0.62 -0.09 -0.15
-0.27 -0.07 -0.32
0.22 -0.32 0.54
-0.76 -0.86 0.21
-0.22 0.65 0.23
0.30 0.30 -0.58
1.46 -1.44 -0.36
-0.04 0.75 -0.50
0.01 0.51 0.61
0.09 0.08 0.40
-0.42 -0.13 -0.45
0.34 -0.93 0.43
0.71 -0.21 -0.04
-0.81 -0.30 0.08
-0.10 0.03 0.12
-0.33 0.10 -0.05
0.28 0.29 0.01
0.09 -0.09 -0.25
-0.20 -0.34 0.41
-0.12 0.47 -0.43
-0.15 -0.16 -0.22
-0.16 0.02 -0.29
0.00 -0.38 0.23


> Which of these has the lowest total energy?

C18H58BO13PtSSr